{
  "formula": "C6H8N2O",
  "method": "ωB97M-V/def2-TZVPD",
  "species": ["N", "C", "H", "H", "H", "C", "H", "C", "O", "C", "H", "H", "C", "C", "H", "N", "H"],
  "coordinates": [[-0.03, -1.06, 0.69], [-2.17, -1.62, -0.30], [4.09, -0.91, -1.36], [-2.95, -1.12, 0.21], [-2.17, -1.86, -1.41], [2.30, -0.67, -0.01], [-2.06, -2.67, 0.04], [-0.97, -0.69, -0.08], [-0.89, 0.43, -0.72], [1.15, -0.35, 0.75], [0.60, 2.78, 0.78], [1.50, 0.15, 1.56], [3.27, -0.92, -0.70], [-0.23, 2.29, 0.27], [-0.89, 2.07, 1.14], [0.31, 1.16, -0.45], [-0.86, 2.96, -0.42]],
  "e_lumo_ev": [0.28, 0.28],
  "homo_energy_ev": [-8.46, -8.46],
  "charge": 0
}

---

{
  "formula": "C32H60CaN2OP3",
  "method": "ωB97M-V/def2-TZVPD",
  "species": ["H", "H", "H", "C", "H", "C", "H", "H", "C", "H", "C", "H", "H", "H", "H", "N", "H", "H", "H", "H", "H", "H", "C", "H", "C", "C", "C", "C", "H", "H", "H", "C", "H", "H", "P", "H", "H", "C", "H", "H", "H", "H", "H", "C", "H", "C", "C", "H", "H", "H", "C", "H", "C", "C", "H", "P", "H", "H", "H", "H", "C", "P", "H", "H", "C", "C", "H", "C", "H", "C", "H", "H", "O", "H", "C", "N", "H", "C", "C", "C", "C", "H", "H", "C", "H", "H", "H", "H", "C", "C", "Ca", "H", "H", "H", "H", "C", "C", "H", "H"],
  "coordinates": [[2.20, 3.10, 3.28], [2.57, -2.47, 1.01], [-4.84, -0.72, -4.05], [-2.75, -0.22, -3.67], [1.90, 4.30, -2.29], [-2.11, -1.44, -4.32], [1.03, -5.93, 1.58], [-0.40, -2.33, -1.96], [1.64, 5.08, 1.09], [3.09, 2.57, 0.60], [-1.67, 3.58, -0.23], [-1.39, -3.58, 3.29], [-1.13, 5.73, -0.07], [-2.17, 1.88, -3.57], [2.95, -0.16, 4.28], [1.31, -0.28, -0.69], [-0.48, -4.94, 3.97], [2.36, -4.75, 1.44], [-2.62, 2.63, 1.55], [-0.74, -5.90, 0.52], [-0.15, -0.66, 4.69], [2.13, -3.53, -0.30], [-0.40, -5.42, -0.41], [1.87, 2.56, 4.95], [-2.21, -3.71, -0.31], [0.58, -3.91, 2.40], [0.34, 0.30, 4.87], [0.79, 2.02, -1.55], [-2.55, -3.91, 0.72], [3.86, 4.13, 0.15], [3.69, -0.90, -3.73], [-1.82, 0.94, -3.99], [-2.59, -2.40, -4.04], [1.94, -5.44, 3.01], [0.99, 0.97, 3.28], [-1.24, 4.03, -2.35], [-1.06, -1.49, -4.00], [2.05, -1.41, -0.79], [-2.31, 2.63, -2.02], [3.31, 3.01, -1.11], [-0.88, -3.90, -2.64], [-2.93, 4.27, -1.84], [-4.54, 1.00, -3.66], [2.23, 0.43, -2.79], [0.54, 5.27, -1.60], [-1.75, 4.97, 0.42], [-0.73, -4.41, 3.03], [3.63, -2.49, -1.73], [2.16, 1.11, -3.64], [-2.14, -1.31, -5.42], [3.06, 3.40, -0.11], [0.67, -5.64, -0.56], [-2.04, 3.64, -1.70], [3.06, -0.68, -2.84], [-2.52, -2.69, -0.57], [0.23, 2.82, -0.07], [-4.09, 0.35, -5.28], [0.67, -2.24, 3.83], [-0.81, 0.72, -3.61], [-1.48, 4.95, 1.49], [-0.70, -3.92, -0.48], [0.14, -2.84, 0.88], [-1.71, 1.11, -5.08], [-3.71, 3.12, 0.23], [3.00, -1.59, -1.80], [-2.27, -0.36, 2.84], [-2.79, 5.34, 0.36], [1.58, 4.92, -1.44], [0.77, 5.74, 1.04], [1.52, -5.08, 2.06], [3.43, 0.98, 2.99], [0.56, 3.25, 3.97], [-3.21, -0.30, 3.50], [1.57, 4.49, 2.01], [2.70, 0.23, 3.29], [-2.17, -0.31, -1.15], [0.54, 2.49, -2.53], [1.85, -2.57, 0.19], [-2.72, 2.68, 0.46], [1.72, 4.15, -0.12], [-4.15, 0.11, -4.20], [-2.73, -4.41, -0.97], [-2.76, 1.65, 0.05], [1.31, -3.04, 3.43], [1.15, 0.17, 5.59], [2.55, 5.70, 1.14], [-0.40, 1.01, 5.26], [2.72, -0.59, 2.57], [1.46, 0.73, -1.64], [-0.26, -3.42, -1.86], [-0.65, 0.05, 0.71], [2.22, -2.57, 3.03], [2.23, 5.81, -1.43], [-0.95, -5.91, -1.22], [1.62, -3.68, 4.28], [-2.76, -0.50, -2.16], [1.46, 2.64, 3.94], [0.79, -3.66, -2.08], [-1.28, -5.11, 2.39]],
  "e_lumo_ev": -2.86,
  "homo_energy_ev": -8.46,
  "charge": 1
}

---

Across the entries above, DFT total energy takes the values -11373.088 -85486.110 eV, respectively.